Below is a single C4H3FO2S molecule, with properties calculated with ωB97M-V/def2-TZVPD.

Each atom is followed by the atoms it is bonded to, with distances in Å.
Geometry (Å):
1 O 0.556 0.759 -1.169  C2 1.335, C3 1.394
2 C -0.389 -0.052 -1.651  O1 1.335, C6 1.345, F11 1.307
3 C 0.657 0.468 0.190  O1 1.394, C9 1.363, S10 1.727
4 O -0.466 -1.113 1.672  H7 0.970, C9 1.345
5 H 1.153 2.363 1.506  S10 1.355
6 C -0.931 -0.865 -0.726  C2 1.345, H8 1.100, C9 1.441
7 H 0.160 -0.752 2.320  O4 0.970
8 H -1.716 -1.621 -0.873  C6 1.100
9 C -0.236 -0.519 0.488  C3 1.363, O4 1.345, C6 1.441
10 S 1.845 1.248 1.170  C3 1.727, H5 1.355
11 F -0.634 0.082 -2.927  C2 1.307

Properties
HOMO energy: -8.734 eV
Maximum force: 0.9 eV/Å
Calculated total energy: -802.723405 hartree
Kohn-Sham gap: 9.238 eV

Below is a single C3HN molecule in a non-equilibrium geometry, with properties calculated with ωB97M-V/def2-TZVPD.

Each atom is followed by the atoms it is bonded to, with distances in Å.
Geometry (Å):
1 N 2.429 0.007 -0.061  C2 1.149
2 C 1.288 -0.049 0.060  N1 1.149, C3 1.364
3 C -0.072 -0.134 -0.019  C2 1.364, C4 1.212
4 C -1.277 -0.017 -0.065  C3 1.212, H5 1.123
5 H -2.369 0.194 0.085  C4 1.123

Properties
HOMO energy: -11.146 eV
Maximum force: 2.3 eV/Å
Calculated total energy: -169.577854 hartree
Kohn-Sham gap: 11.494 eV

Below is 2 unconnected molecules or ions with the total composition C5H10O2 in a non-equilibrium geometry, with properties calculated with ωB97M-V/def2-TZVPD.

Each atom is followed by the atoms it is bonded to, with distances in Å.
Geometry (Å):
1 O 0.338 -1.990 0.601  C6 1.411, H9 0.966
2 H -2.097 -1.730 -0.295  C8 1.103
3 O 0.063 1.954 -1.212  H7 0.968, C16 1.407
4 H 1.360 -0.224 -1.120  C11 1.095
5 H -1.254 0.568 1.438  C12 1.106
6 C 0.573 -0.627 0.878  O1 1.411, C11 1.545, C12 1.523, H13 1.100
7 H -0.723 2.503 -1.081  O3 0.968
8 C -1.635 -0.873 -0.814  H2 1.103, H15 1.241, H17 1.105
9 H 1.193 -2.440 0.585  O1 0.966
10 H 2.448 0.445 0.137  C11 1.094
11 C 1.410 0.209 -0.116  H4 1.095, C6 1.545, H10 1.094, C16 1.534
12 C -0.633 0.255 0.579  H5 1.106, C6 1.523, C16 1.557
13 H 0.925 -0.502 1.913  C6 1.100
14 H 0.636 2.048 0.785  C16 1.106
15 H -1.958 0.298 -0.562  C8 1.241
16 C 0.354 1.314 0.007  O3 1.407, C11 1.534, C12 1.557, H14 1.106
17 H -0.939 -1.165 -1.621  C8 1.105

Properties
HOMO energy: -8.628 eV
Maximum force: 5.5 eV/Å
Calculated total energy: -346.829579 hartree
Kohn-Sham gap: 9.415 eV